(1)
{
  "formula": "C21H35As2N2O3PtS",
  "method": "the ωB97M-V functional and the def2-TZVPD basis",
  "species": ["Pt", "C", "As", "C", "C", "C", "C", "C", "C", "C", "As", "C", "C", "H", "H", "H", "H", "H", "H", "H", "H", "H", "H", "H", "H", "H", "H", "H", "H", "C", "C", "C", "C", "C", "C", "C", "S", "O", "O", "O", "H", "H", "H", "H", "H", "H", "H", "C", "C", "C", "C", "N", "N", "H", "H", "H", "H", "H", "H", "H", "H", "H", "H", "H", "H"],
  "positions_angstrom": [[0.7735, -0.1276, 0.1126], [-0.9623, -3.5871, -0.0954], [0.2681, -2.2898, -0.8030], [-0.2882, -2.1209, -2.6476], [1.9536, -3.2458, -0.9047], [2.0455, -4.6312, -0.9458], [3.2948, -5.2362, -1.0019], [4.4484, -4.4668, -1.0192], [4.3642, -3.0811, -0.9761], [3.1144, -2.4802, -0.9148], [2.8624, -0.5867, -0.7961], [4.3794, 0.1467, 0.1130], [2.9586, 0.0979, -2.5918], [-0.9894, -4.4149, -0.8048], [-1.9512, -3.1356, -0.0338], [-0.6526, -3.9426, 0.8864], [0.0864, -2.9796, -3.2070], [0.0809, -1.1822, -3.0515], [-1.3785, -2.1019, -2.6800], [1.1603, -5.2556, -0.9314], [3.3658, -6.3139, -1.0248], [5.4176, -4.9431, -1.0543], [5.2725, -2.4925, -0.9816], [5.2432, 0.0249, -0.5465], [4.5403, -0.3700, 1.0593], [4.2024, 1.2068, 0.2928], [3.7490, -0.4443, -3.1196], [3.1816, 1.1633, -2.5489], [1.9955, -0.0347, -3.0779], [-3.2800, 7.2092, -2.0127], [-2.5513, 5.9236, -1.7543], [-1.6203, 5.8218, -0.7257], [-0.9407, 4.6368, -0.4956], [-1.1946, 3.5421, -1.3119], [-2.1197, 3.6162, -2.3413], [-2.7880, 4.8090, -2.5541], [-0.3777, 2.0450, -0.9584], [-0.4929, 1.1518, -2.0943], [1.0152, 2.3611, -0.5896], [-0.9993, 1.4280, 0.2612], [-3.1193, 7.9260, -1.2107], [-4.3517, 7.0395, -2.1118], [-2.9352, 7.6646, -2.9413], [-1.4227, 6.6815, -0.1002], [-0.2110, 4.5651, 0.2956], [-2.2994, 2.7572, -2.9693], [-3.5063, 4.8789, -3.3599], [-1.8971, 0.0741, 4.3780], [-1.7900, -1.1125, 3.4236], [-2.2690, -2.3813, 4.1285], [-2.6364, -0.8683, 2.1746], [-0.3640, -1.3712, 3.1294], [0.3816, -0.3003, 2.4828], [-2.9046, 0.1208, 4.7836], [-1.7239, 1.0313, 3.8868], [-1.1980, -0.0302, 5.2056], [-3.3276, -2.3012, 4.3648], [-1.7129, -2.5517, 5.0471], [-2.1443, -3.2541, 3.4850], [-3.6799, -0.7224, 2.4492], [-2.5967, -1.7404, 1.5178], [-2.3219, 0.0061, 1.6160], [-0.2809, -2.1820, 2.5153], [1.2445, -0.2223, 3.0226], [-0.1202, 0.5723, 2.6576]],
  "forces_ev_per_angstrom": [[0.4, -0.5, -0.1], [-0.2, 0.1, 0.2], [0.6, 0.7, -0.2], [-0.2, -0.1, 0.0], [0.0, -0.1, 0.1], [0.0, 0.0, -0.1], [0.0, 0.0, 0.0], [0.0, 0.1, 0.0], [-0.1, -0.1, -0.1], [0.0, -0.1, 0.1], [-0.7, 0.1, -0.2], [0.1, 0.0, 0.1], [0.3, 0.0, -0.1], [0.0, 0.0, 0.0], [0.0, -0.1, 0.0], [0.0, 0.0, -0.1], [0.0, 0.1, 0.0], [0.0, 0.0, 0.0], [0.1, 0.0, 0.0], [0.0, 0.0, 0.0], [0.0, 0.0, 0.0], [0.0, 0.0, 0.0], [0.0, 0.0, 0.0], [0.0, 0.0, 0.2], [0.0, 0.0, -0.1], [0.0, 0.0, 0.0], [-0.1, 0.2, 0.0], [0.0, 0.0, 0.0], [0.0, 0.0, 0.0], [0.0, 0.0, 0.0], [0.0, 0.0, 0.0], [0.1, -0.1, 0.0], [-0.1, 0.1, -0.1], [-0.1, 0.1, 0.3], [0.0, 0.1, 0.0], [0.0, -0.1, 0.0], [-0.2, -0.7, 0.1], [-0.2, 0.4, -0.5], [0.5, -0.5, 0.2], [-0.1, -0.2, -0.2], [0.0, 0.0, 0.0], [0.0, 0.0, 0.0], [0.0, 0.0, 0.0], [0.0, 0.0, 0.0], [0.1, 0.0, 0.1], [0.0, -0.1, 0.0], [0.0, 0.0, 0.0], [0.0, 0.0, 0.0], [0.1, 0.0, 0.0], [0.0, 0.1, -0.1], [0.0, -0.1, 0.0], [0.4, -0.3, -0.2], [-0.3, 0.4, 0.7], [-0.1, 0.0, 0.0], [0.1, 0.1, -0.1], [0.0, 0.0, 0.0], [-0.1, 0.0, 0.0], [0.0, 0.0, 0.1], [0.0, -0.1, -0.1], [-0.1, 0.0, 0.0], [0.0, 0.0, 0.0], [0.1, 0.2, -0.1], [-0.2, 0.3, 0.1], [-0.3, 0.1, -0.1], [0.0, -0.2, 0.0]],
  "lowdin_charge": [0.669, -0.249, 1.073, -0.233, -0.402, -0.081, -0.051, -0.051, -0.078, -0.407, 1.026, -0.233, -0.222, 0.044, 0.029, 0.040, 0.049, 0.006, 0.050, 0.103, 0.116, 0.117, 0.108, 0.048, 0.047, 0.046, 0.050, 0.050, 0.019, -0.041, -0.260, -0.024, -0.043, -0.294, -0.040, -0.026, 0.433, -0.364, -0.377, -0.440, 0.078, 0.086, 0.089, 0.116, 0.117, 0.114, 0.120, -0.040, -0.633, -0.042, -0.033, -0.060, -0.075, 0.091, 0.077, 0.092, 0.091, 0.088, 0.077, 0.094, 0.058, 0.051, 0.080, 0.090, 0.065],
  "lumo_ev": -4.158,
  "energy_ev": -167220.1754,
  "total_charge": 1,
  "orbital_gap_ev": 6.5
}

---

(2)
{
  "formula": "C21H35BN5O5",
  "method": "the ωB97M-V functional and the def2-TZVPD basis",
  "species": ["C", "C", "C", "C", "N", "B", "C", "C", "O", "N", "C", "C", "O", "C", "C", "C", "O", "O", "N", "O", "H", "H", "H", "H", "H", "H", "H", "H", "H", "H", "H", "H", "H", "H", "H", "H", "H", "H", "H", "H", "H", "H", "H", "H", "H", "N", "C", "C", "C", "C", "C", "H", "H", "H", "H", "H", "N", "C", "C", "C", "C", "C", "H", "H", "H", "H", "H"],
  "positions_angstrom": [[5.4405, -0.5244, 2.0619], [3.9804, -0.9528, 2.0411], [3.0822, -0.0430, 1.2120], [1.5807, -0.1928, 1.5826], [0.9016, -1.0340, 0.6113], [-0.6334, -1.0937, 0.7599], [-1.2594, 0.3406, 0.2435], [-2.4115, 0.9408, 0.9922], [-3.3982, 1.2949, 0.4025], [-2.3391, 1.1074, 2.3838], [-3.6362, 1.2655, 3.0136], [-1.3675, 2.1112, 2.7897], [-1.0691, -2.2412, -0.0697], [-2.4375, -2.4791, 0.0100], [-2.8134, -3.7572, 0.7946], [-3.6446, -4.7422, -0.0011], [-3.6139, -3.4003, 1.9262], [-0.9979, -1.3884, 2.2330], [-0.4851, -2.5422, 2.6846], [-0.3003, -2.5304, 3.8652], [5.5436, 0.5307, 2.2803], [5.9392, -1.0767, 2.8543], [5.9531, -0.7964, 1.1484], [3.9069, -1.9672, 1.6635], [3.6033, -0.9693, 3.0611], [3.1783, -0.3231, 0.1711], [3.3803, 0.9891, 1.2764], [1.5590, -0.6554, 2.5743], [1.1507, 0.8002, 1.6260], [1.2892, -1.9713, 0.6116], [-1.6335, 0.1757, -0.7543], [-0.4940, 1.1049, 0.1416], [-3.5567, 0.9617, 4.0518], [-4.3426, 0.5968, 2.5561], [-4.0068, 2.2919, 2.9711], [-0.3854, 1.6489, 2.8194], [-1.5697, 2.4127, 3.8045], [-1.3183, 2.9683, 2.1163], [-3.0124, -1.6597, 0.4471], [-2.8186, -2.6089, -1.0104], [-1.8833, -4.2132, 1.1106], [-4.6940, -4.5426, 0.1783], [-3.3871, -4.7627, -1.0505], [-3.4552, -5.7371, 0.3900], [-3.1072, -2.7474, 2.4331], [4.2392, 2.4600, -0.4581], [5.3277, 3.2254, -0.4697], [5.4938, 4.3145, -1.3122], [4.4704, 4.6221, -2.1948], [3.3311, 3.8348, -2.1974], [3.2659, 2.7695, -1.3104], [6.1035, 2.9448, 0.2361], [6.4003, 4.9041, -1.2770], [4.5601, 5.4637, -2.8707], [2.5095, 4.0390, -2.8703], [2.3923, 2.1249, -1.2738], [-1.1878, -0.8613, -4.4524], [-2.0987, -0.8438, -3.4782], [-3.3307, -0.2142, -3.5904], [-3.6333, 0.4331, -4.7754], [-2.6984, 0.4259, -5.7988], [-1.4983, -0.2342, -5.5853], [-1.8179, -1.3573, -2.5636], [-4.0291, -0.2314, -2.7647], [-4.5836, 0.9378, -4.9004], [-2.8941, 0.9209, -6.7411], [-0.7385, -0.2670, -6.3603]],
  "forces_ev_per_angstrom": [[-0.1, -0.7, 0.4], [0.0, 0.6, -0.1], [-0.6, -0.5, 0.3], [1.3, -1.0, -0.7], [-1.0, 0.4, 0.0], [1.6, -0.6, -1.0], [-0.3, -0.2, 1.1], [1.0, 0.0, -0.1], [-1.8, 0.1, -0.7], [-0.4, 0.3, 0.0], [0.3, 0.2, 0.2], [0.7, -1.0, 0.0], [-0.1, 0.6, 0.4], [-0.3, -0.7, -0.6], [-0.2, 0.9, -0.2], [0.3, -0.5, 0.6], [0.2, -0.1, 0.5], [-0.1, -0.1, 0.7], [0.2, 0.4, -0.1], [-0.3, 0.0, -0.1], [0.1, 0.3, -0.1], [0.3, 0.0, 0.2], [0.1, 0.3, -0.4], [0.0, -0.3, 0.0], [0.0, 0.0, 0.2], [0.0, 0.1, -0.4], [0.3, 0.4, 0.3], [-0.3, 0.4, 0.4], [-0.4, 0.1, 0.0], [0.0, 0.0, 0.1], [-0.1, 0.0, -0.4], [0.4, 0.0, 0.2], [0.2, 0.1, 0.3], [-0.3, -0.1, -0.3], [-0.2, 0.1, -0.1], [0.3, 0.0, -0.1], [-0.2, 0.3, 0.3], [-0.2, 0.3, 0.0], [0.0, 0.2, 0.1], [-0.1, 0.1, -0.1], [0.3, -0.1, 0.1], [-0.3, 0.2, -0.3], [-0.1, 0.2, -0.3], [-0.1, -0.3, 0.0], [-0.1, -0.1, -0.1], [0.2, 0.3, -0.2], [0.0, -0.1, 0.0], [0.0, 0.0, 0.0], [0.0, 0.0, 0.0], [0.1, 0.0, 0.0], [-0.1, -0.2, 0.1], [0.0, 0.0, 0.0], [0.0, 0.0, 0.0], [0.0, 0.0, 0.0], [0.0, 0.0, 0.0], [0.0, 0.0, 0.0], [-0.1, 0.1, -0.1], [0.2, -0.1, 0.1], [0.0, 0.0, 0.0], [-0.1, 0.0, 0.0], [0.0, 0.0, 0.0], [0.1, 0.0, 0.0], [0.0, 0.0, 0.0], [0.1, 0.0, 0.1], [0.0, 0.0, 0.0], [0.0, 0.0, 0.0], [0.0, 0.0, 0.0]],
  "lowdin_charge": [-0.123, -0.272, -0.214, -0.241, 0.056, -0.848, 0.022, -0.495, 0.061, -0.162, -0.083, -0.054, -0.027, -0.199, -0.394, -0.049, -0.061, -0.016, -0.077, -0.005, 0.060, 0.057, 0.063, 0.105, 0.097, 0.099, 0.066, 0.095, 0.085, 0.097, 0.088, 0.102, 0.080, 0.080, 0.081, 0.070, 0.079, 0.093, 0.123, 0.104, 0.129, 0.077, 0.071, 0.068, 0.073, 0.065, -0.151, -0.084, -0.093, -0.071, -0.132, 0.102, 0.095, 0.100, 0.101, 0.113, 0.063, -0.132, -0.059, -0.092, -0.094, -0.174, 0.092, 0.107, 0.100, 0.091, 0.095],
  "lumo_ev": 2.534,
  "energy_ev": -40709.9823,
  "total_charge": -1,
  "orbital_gap_ev": 7.2
}